Record 1
C5H6N2O | the ωB97M-V functional and the def2-TZVPD basis

```
14
Properties=species:S:1:pos:R:3:lowdin_charge:R:1
C -2.5873 -0.3528 0.1497 -0.040
C -1.6849 0.6274 0.0143 -0.036
C -0.1515 -0.0785 -0.0190 -0.257
N 0.1071 -1.3867 -0.1294 0.086
C 1.4969 -1.4255 -0.1617 -0.156
C 2.0087 -0.1797 -0.0796 -0.099
N 0.9545 0.6644 -0.0696 -0.148
O 0.9966 2.0354 -0.1331 0.057
H -3.7326 -0.2286 -0.0637 0.089
H -2.1933 -1.4029 -0.0320 0.064
H -1.7683 1.6651 0.1227 0.054
H 1.9555 -2.3801 0.0117 0.094
H 3.1254 0.0895 -0.2760 0.153
H 1.4733 2.3531 0.6657 0.138
```

Results
SMILES: C=Cc1nccn1O
Energy relative to the best compared isomer or geometry (same formula, charge and spin) in kcal per mole: 79.98
HOMO energy in eV: -8.64
Gap between HOMO and LUMO in eV: 9.153



Record 2
C32H74AsF6NO18P2S5 | the ωB97M-V functional and the def2-TZVPD basis

```
139
Properties=species:S:1:pos:R:3:lowdin_charge:R:1
N 4.8381 0.4178 2.5299 0.361
H 5.6876 0.2399 3.0463 0.152
H 4.7903 -0.1647 1.7061 0.162
H 5.0508 1.3531 2.2136 0.159
H 4.0534 0.3308 3.1598 0.164
As 0.2677 0.9966 -0.2806 0.933
F -1.1701 0.2119 0.4031 -0.288
F 1.1458 -0.5851 -0.1435 -0.335
F 1.8729 1.6999 -0.8510 -0.346
F -0.6216 2.5526 -0.4954 -0.303
F 0.7940 1.5191 1.4233 -0.359
F -0.1308 0.5292 -1.9584 -0.299
C -4.9336 2.1346 3.6809 -0.234
C -5.1271 3.6340 3.9771 -0.195
C -5.5052 3.7521 5.5057 -0.188
S -6.4398 2.1685 5.9262 0.713
O -7.8995 2.4252 5.9599 -0.365
O -5.7554 1.3212 6.8543 -0.339
C -6.1500 1.3929 4.2441 -0.213
H -4.0357 1.7393 4.1559 0.115
H -4.8267 1.9800 2.6072 0.116
H -5.9303 4.1765 3.4784 0.112
H -4.1677 4.0635 3.6888 0.109
H -6.2162 4.5505 5.7183 0.085
H -4.7001 3.8794 6.2293 0.086
H -6.9980 1.6369 3.6043 0.097
H -6.0629 0.3148 4.3789 0.099
C -4.8765 -3.4376 -5.9570 -0.224
C -4.7880 -2.1599 -5.0893 -0.240
C -5.3101 -2.5072 -3.6943 -0.190
S -4.9552 -4.3689 -3.4765 0.771
O -6.3043 -5.0762 -3.4176 -0.391
O -3.9498 -4.6501 -2.4325 -0.364
C -4.1856 -4.5626 -5.1486 -0.210
H -4.3670 -3.3604 -6.9175 0.112
H -5.9558 -3.5433 -6.0668 0.114
H -5.3444 -1.3187 -5.5029 0.113
H -3.7506 -1.8412 -4.9880 0.111
H -6.3603 -2.2552 -3.5467 0.100
H -4.6802 -1.9506 -3.0004 0.096
H -4.2028 -5.5594 -5.5891 0.107
H -3.1646 -4.2312 -4.9592 0.095
C 0.3033 1.5067 9.4655 -0.218
C -0.7252 2.3113 8.5493 -0.190
C -0.0090 3.0044 7.3432 -0.182
S 1.8402 2.8373 7.7106 0.715
O 2.4500 4.1399 7.6543 -0.348
O 2.4211 1.7101 6.9508 -0.373
C 1.5715 2.3437 9.5265 -0.209
H 0.5853 0.6106 8.9128 0.099
H -0.0828 1.2700 10.4569 0.114
H -1.2547 3.0253 9.1802 0.104
H -1.5258 1.6919 8.1451 0.104
H -0.1955 4.0782 7.3530 0.088
H -0.2563 2.6875 6.3300 0.096
H 1.2797 3.2102 10.1200 0.101
H 2.4962 1.9320 9.9308 0.100
C 3.4613 -3.8766 -4.5287 -0.255
C 2.3878 -4.2962 -3.4546 -0.189
C 3.1669 -4.9294 -2.3295 -0.188
S 4.9193 -4.1380 -2.3341 0.739
O 5.8913 -5.2002 -2.6579 -0.366
O 5.2102 -3.2015 -1.2491 -0.372
C 4.6074 -3.2036 -3.9073 -0.240
H 3.0110 -3.2572 -5.3044 0.117
H 3.7903 -4.7487 -5.0937 0.115
H 1.5830 -4.9105 -3.8584 0.118
H 1.9508 -3.3433 -3.1560 0.116
H 3.3965 -5.9770 -2.5243 0.093
H 2.8823 -4.9471 -1.2774 0.096
H 5.5065 -3.0218 -4.4961 0.113
H 4.2306 -2.2417 -3.5597 0.102
C -2.0657 7.6688 -4.8885 -0.186
C -2.2214 7.1918 -3.4097 -0.243
C -3.4208 7.7922 -2.7280 -0.221
S -3.3811 9.5221 -3.3315 0.713
O -2.7865 10.3175 -2.2401 -0.352
O -4.5853 9.8748 -4.0587 -0.344
C -2.1469 9.2054 -4.6650 -0.217
H -2.8802 7.2737 -5.4956 0.108
H -1.2050 7.2743 -5.4285 0.111
H -1.3454 7.4299 -2.8062 0.119
H -2.2863 6.1065 -3.4869 0.116
H -3.4380 7.7977 -1.6382 0.105
H -4.3540 7.3495 -3.0763 0.102
H -1.2082 9.4147 -4.1521 0.091
H -2.3382 9.9421 -5.4452 0.099
C 1.6107 1.7636 -13.4654 -0.068
C 2.7257 0.8485 -12.9325 -0.274
O 2.0661 -0.2639 -12.3486 -0.188
P 2.1822 -0.5658 -10.7635 0.507
O 1.4141 -1.7340 -10.3002 -0.229
O 1.8892 0.8898 -10.0559 -0.187
C 1.7219 0.9867 -8.7051 -0.329
C 3.0201 1.5159 -8.1889 -0.071
O 3.8080 -0.7485 -10.6058 -0.226
C 4.3551 -2.0433 -11.0515 -0.237
C 4.9837 -1.7404 -12.3722 -0.091
H 0.9614 2.0917 -12.6537 0.071
H 2.0244 2.6707 -13.9058 0.072
H 0.9195 1.3901 -14.2210 0.077
H 3.4265 0.6649 -13.7469 0.113
H 3.3282 1.2933 -12.1405 0.109
H 0.8140 1.5262 -8.4351 0.127
H 1.4784 0.0015 -8.3073 0.112
H 2.9553 1.6798 -7.1132 0.080
H 3.8565 0.8280 -8.3128 0.072
H 3.3287 2.4111 -8.7289 0.084
H 5.0799 -2.2951 -10.2773 0.123
H 3.5921 -2.8036 -11.2186 0.114
H 5.6192 -2.5917 -12.6163 0.080
H 4.3370 -1.5653 -13.2320 0.073
H 5.6055 -0.8588 -12.2167 0.085
C 4.2429 -3.3943 10.6339 -0.082
C 2.9672 -3.2560 9.8958 -0.349
O 2.4329 -4.5473 9.8818 -0.183
P 0.8267 -4.7400 9.5549 0.559
O 0.3737 -6.1253 9.3827 -0.220
O 0.6704 -3.7202 8.2395 -0.201
C -0.5841 -3.5294 7.6734 -0.309
C -0.4023 -2.7873 6.3187 -0.052
O 0.0812 -3.8548 10.7394 -0.216
C -0.3822 -4.4157 11.9632 -0.277
C 0.7686 -4.9176 12.7530 -0.086
H 4.6707 -2.3922 10.6658 0.083
H 4.1528 -3.6588 11.6875 0.078
H 4.7548 -4.1895 10.0920 0.090
H 2.3837 -2.5125 10.4387 0.117
H 3.1583 -2.8693 8.8947 0.122
H -1.1483 -4.4569 7.5760 0.115
H -1.2216 -2.9601 8.3498 0.110
H 0.0070 -1.7864 6.4558 0.065
H 0.3170 -3.3778 5.7512 0.072
H -1.2835 -2.7336 5.6794 0.076
H -0.8640 -3.5867 12.4816 0.121
H -1.1532 -5.1511 11.7335 0.122
H 0.5151 -4.9916 13.8105 0.079
H 1.1825 -5.8981 12.5177 0.087
H 1.5656 -4.1746 12.7219 0.077
```

Results
Energy relative to the best compared isomer or geometry (same formula, charge and spin) in kcal per mole: 74.96
HOMO energy in eV: -9.96
Gap between HOMO and LUMO in eV: 8.150



Record 3
C3H4N2O2 | the ωB97M-V functional and the def2-TZVPD basis

```
11
Properties=species:S:1:pos:R:3:lowdin_charge:R:1
C -1.8886 0.0513 0.0363 -0.106
C 0.2896 -0.5555 -0.0040 -0.470
C 1.9792 0.5678 -0.0081 -0.175
H -1.7785 0.9096 -0.7043 0.103
H -2.8712 -0.3759 -0.2104 0.089
H -1.7793 0.4288 1.1350 0.128
H 2.7921 1.3614 -0.0358 0.164
N 0.6773 0.7593 -0.0589 0.177
N 1.2296 -1.4824 0.0651 0.152
O -0.9579 -0.9693 -0.1484 -0.042
O 2.3078 -0.6951 -0.0667 -0.020
```

Results
Energy relative to the best compared isomer or geometry (same formula, charge and spin) in kcal per mole: 80.93
HOMO energy in eV: -9.85
Gap between HOMO and LUMO in eV: 10.754



Record 4
C4H7N3 | the ωB97M-V functional and the def2-TZVPD basis

```
14
Properties=species:S:1:pos:R:3:lowdin_charge:R:1
H -1.3453 1.7039 -0.7018 0.036
N -0.5997 2.0788 -0.1365 0.122
C 0.3678 1.3077 0.0923 -0.268
N 0.3770 -0.0520 -0.1483 -0.075
C -0.8137 -0.9538 -0.1258 -0.129
C -2.0555 -0.6743 0.1849 0.004
C 1.5894 -0.7101 -0.0836 -0.251
N 2.7477 -0.1472 0.1035 0.083
H 2.7526 0.8406 -0.0633 0.010
H 1.1826 1.6153 0.7488 0.120
H -0.4977 -1.9269 -0.4671 0.097
H -2.4434 0.2811 0.5136 0.051
H -2.7681 -1.5715 0.1928 0.091
H 1.5062 -1.7915 -0.1097 0.110
```

Results
SMILES: [H]/N=C\N(C=C)/C=N\[H]
Energy relative to the best compared isomer or geometry (same formula, charge and spin) in kcal per mole: 40.57
HOMO energy in eV: -9.17
Gap between HOMO and LUMO in eV: 9.999



Record 5
C29H23BrHfI3N2O2P | the ωB97M-V functional and the def2-TZVPD basis

```
62
Properties=species:S:1:pos:R:3:lowdin_charge:R:1
Hf 0.7844 0.9438 0.1937 1.087
C -4.8695 0.5383 2.8853 -0.049
C -4.6856 0.1668 1.5596 -0.068
C -3.4452 -0.2757 1.1308 -0.142
C -2.3844 -0.3597 2.0348 -0.422
C -2.5732 0.0100 3.3642 -0.095
C -3.8157 0.4605 3.7845 -0.055
P -0.7729 -0.8604 1.4069 0.988
C -0.7893 -2.5978 0.9291 -0.365
C 0.4264 -3.1984 0.6065 -0.095
C 0.4542 -4.5236 0.2107 -0.057
C -0.7269 -5.2520 0.1397 -0.052
C -1.9337 -4.6572 0.4719 -0.050
C -1.9695 -3.3280 0.8676 -0.073
C 0.5484 -0.7100 2.6169 -0.438
C 0.6374 -1.3432 3.8601 -0.063
C 1.8269 -1.2715 4.5534 -0.034
C 2.9206 -0.5950 4.0057 -0.047
C 2.8257 0.0221 2.7747 -0.164
C 1.6262 -0.0030 2.0386 -0.405
H -5.8390 0.8837 3.2176 0.118
H -5.5126 0.2187 0.8641 0.116
H -3.3021 -0.5684 0.0955 0.106
H -1.7559 -0.0417 4.0710 0.099
H -3.9640 0.7450 4.8170 0.118
H 1.3555 -2.6425 0.6838 0.101
H 1.3972 -4.9936 -0.0332 0.114
H -0.7018 -6.2897 -0.1636 0.116
H -2.8503 -5.2297 0.4302 0.116
H -2.9135 -2.8712 1.1334 0.102
H -0.1950 -1.9135 4.2527 0.122
H 1.9302 -1.7638 5.5110 0.122
H 3.8518 -0.5691 4.5560 0.119
H 3.7004 0.5226 2.3738 0.062
I -1.2238 3.0034 1.2904 0.397
I -2.8718 3.2028 -0.7682 0.333
Br 3.2949 0.5106 -1.0632 0.893
C 3.7191 2.3148 -1.5966 -0.641
C 4.2838 2.4731 -2.8490 -0.100
C 4.6344 3.7451 -3.2756 -0.035
C 4.4108 4.8395 -2.4547 -0.036
C 3.8405 4.6681 -1.2032 -0.115
C 3.4972 3.3977 -0.7631 -0.676
I 2.6859 3.1711 1.1529 1.173
H 4.4547 1.6152 -3.4841 0.115
H 5.0860 3.8740 -4.2489 0.125
H 4.6802 5.8332 -2.7843 0.126
H 3.6673 5.5257 -0.5676 0.110
C -1.9593 -1.2512 -4.4553 0.025
N -1.2300 -0.2408 -3.6764 -0.024
C -0.9250 0.9486 -4.2275 -0.001
C -0.2650 1.9353 -3.5564 0.024
C 0.1212 1.6260 -2.2418 -0.566
O 0.7522 2.4072 -1.4331 -0.283
N -0.1468 0.4161 -1.6930 0.007
C -0.8905 -0.5470 -2.3495 -0.471
O -1.2112 -1.5853 -1.8281 0.096
H -1.4294 -1.4438 -5.3854 0.107
H -2.9678 -0.8992 -4.6623 0.108
H -2.0056 -2.1600 -3.8658 0.095
H -1.2489 1.0776 -5.2526 0.154
H -0.0383 2.8898 -4.0011 0.131
```

Results
Net charge: +2
Energy relative to the best compared isomer or geometry (same formula, charge and spin) in kcal per mole: 3.70
HOMO energy in eV: -13.65
Gap between HOMO and LUMO in eV: 6.058



Record 6
C6H12O2Si | the ωB97M-V functional and the def2-TZVPD basis

```
21
Properties=species:S:1:pos:R:3:lowdin_charge:R:1
C 2.2763 0.3484 -1.5464 -0.112
C 2.2579 -0.2051 -0.0887 -0.219
C 1.3677 0.4877 0.9787 -0.449
O 1.4337 0.1385 2.1478 -0.010
Si -0.1296 1.7740 0.3444 0.837
C -1.2287 0.2936 -0.3095 -0.568
O -1.4187 0.2584 -1.5240 -0.014
C -1.9373 -0.6188 0.5881 -0.234
C -3.4588 -0.5874 0.2065 -0.072
H 2.9448 1.1643 -1.5498 0.046
H 1.2647 0.5083 -1.9337 0.045
H 2.7600 -0.4590 -2.2261 0.105
H 1.8291 -1.1764 -0.1932 0.092
H 3.2819 -0.3104 0.3286 0.121
H -0.6181 2.2530 1.7204 -0.018
H 0.1606 2.6598 -0.8155 -0.031
H -1.7689 -0.2380 1.6027 0.099
H -1.4540 -1.6390 0.2983 0.161
H -3.6373 0.5138 0.2223 0.094
H -3.7579 -1.2349 -0.5630 0.056
H -3.9673 -0.9784 1.0960 0.070
```

Results
SMILES: CCC(=O)[SiH2]C(=O)CC
Energy relative to the best compared isomer or geometry (same formula, charge and spin) in kcal per mole: 75.00
HOMO energy in eV: -8.72
Gap between HOMO and LUMO in eV: 8.910



Record 7
C5H12O2 | the ωB97M-V functional and the def2-TZVPD basis

```
19
Properties=species:S:1:pos:R:3:lowdin_charge:R:1
C 2.6851 -0.5373 0.5138 -0.106
C 1.6088 0.0511 -0.3928 -0.222
C 0.1964 -0.2513 0.1020 -0.426
O 0.0887 0.2410 1.4254 -0.029
C -0.8616 0.3546 -0.8185 -0.145
C -2.2967 0.0162 -0.4277 -0.244
O -2.6142 0.8190 0.7110 -0.082
H 3.6877 -0.2826 0.1540 0.069
H 2.5712 -0.1526 1.5308 0.071
H 2.6099 -1.6309 0.5573 0.075
H 1.7243 -0.3337 -1.4160 0.113
H 1.7188 1.1428 -0.4436 0.119
H 0.0552 -1.3498 0.1003 0.146
H -0.8269 0.5238 1.5711 0.070
H -0.6681 0.0369 -1.8501 0.123
H -0.7571 1.4489 -0.8029 0.132
H -2.3964 -1.0562 -0.1870 0.123
H -2.9765 0.2314 -1.2646 0.116
H -3.5487 0.7332 0.9380 0.097
```

Results
SMILES: CC[C@@H](O)CCO
Energy relative to the best compared isomer or geometry (same formula, charge and spin) in kcal per mole: 15.24
HOMO energy in eV: -9.88
Gap between HOMO and LUMO in eV: 10.633



Record 8
C21H25BrCoN7O2S | the ωB97M-V functional and the def2-TZVPD basis

```
58
Properties=species:S:1:pos:R:3:lowdin_charge:R:1
Co -0.0927 0.1625 0.7281 0.816
N 3.7776 6.9709 3.9608 0.262
C 3.4865 5.8072 3.4038 -0.232
C 3.7605 4.5897 4.1044 0.049
C 3.4750 3.3969 3.5133 -0.013
C 2.9108 3.3804 2.2220 -0.182
C 2.6329 4.5648 1.5187 -0.007
C 2.9090 5.7693 2.0944 0.048
S 2.6371 1.8035 1.4283 0.577
O 3.6342 0.9299 1.9673 -0.258
O 2.5818 2.0767 0.0171 -0.297
N 1.1536 1.3435 1.8315 -0.156
C 0.8971 0.6550 3.0066 -0.459
N 1.5040 0.8785 4.1566 0.160
C 1.1065 0.1183 5.1779 -0.063
C 0.1085 -0.8399 5.0697 -0.015
C -0.4783 -0.9923 3.8306 -0.073
N -0.0852 -0.2488 2.7948 0.053
H 4.1972 7.0259 4.8790 0.153
H 3.6045 7.8441 3.4817 0.152
H 4.2061 4.6354 5.0900 0.137
H 3.6819 2.4577 4.0057 0.118
H 2.2283 4.4988 0.5183 0.129
H 2.7161 6.6984 1.5734 0.136
H 1.6061 0.2896 6.1240 0.127
H -0.1957 -1.4368 5.9155 0.119
H -1.2649 -1.7141 3.6513 0.127
Br -5.6714 2.4110 -2.1124 0.877
C -4.1098 1.7853 -1.3080 -0.671
C -2.8663 2.1928 -1.7778 -0.071
C -1.7388 1.7071 -1.1549 -0.097
N -1.7900 0.8565 -0.1160 -0.044
C -2.9964 0.4753 0.3328 -0.096
C -4.1759 0.9110 -0.2303 -0.071
H -2.7791 2.8744 -2.6112 0.120
H -0.7519 2.0050 -1.4891 0.124
H -3.0076 -0.2032 1.1767 0.120
H -5.1252 0.5778 0.1628 0.120
C 2.0683 -1.7190 0.2201 -0.123
C 2.6318 -2.8954 -0.6121 -0.129
N 1.9623 -2.9517 -1.9067 -0.148
C 2.0372 -1.6444 -2.5485 -0.129
C 1.1918 -0.6180 -1.7544 -0.126
N 0.8215 -1.2142 -0.4348 -0.253
C -0.0880 -2.3720 -0.6772 -0.130
C 0.5663 -3.3203 -1.7134 -0.135
H 2.7697 -0.8872 0.2730 0.103
H 1.8204 -2.0200 1.2401 0.120
H 2.4789 -3.8479 -0.1046 0.129
H 3.7032 -2.7718 -0.7654 0.130
H 1.6774 -1.7252 -3.5738 0.128
H 3.0825 -1.3389 -2.5871 0.131
H 0.2597 -0.3806 -2.2724 0.117
H 1.7393 0.3072 -1.5672 0.102
H -1.0482 -1.9876 -1.0290 0.114
H -0.2466 -2.8673 0.2832 0.123
H 0.0564 -3.2592 -2.6748 0.129
H 0.5088 -4.3539 -1.3740 0.128
```

Results
Spin multiplicity: 5
Net charge: +2
HOMO energy (alpha / beta) in eV: -13.21 / -13.27
Gap between HOMO and LUMO (alpha / beta) in eV: 8.071 / 4.496



Sequential F_max output: 5.641 4.777 3.704 2.876 0.658 3.861 0.407 0.174 eV/Å